{"formula": "C11H24BFO3P", "method": "the ωB97M-V functional and the def2-TZVPD basis", "multiplicity": 1, "total_charge": 1, "orbital_gap_ev": 8.12, "homo_ev": -12.606, "species": ["C", "C", "B", "O", "P", "C", "C", "F", "C", "C", "C", "C", "C", "O", "C", "C", "O", "H", "H", "H", "H", "H", "H", "H", "H", "H", "H", "H", "H", "H", "H", "H", "H", "H", "H", "H", "H", "H", "H", "H", "H"], "coordinates": [[-0.902, 2.536, 2.638], [0.324, 3.367, 1.992], [1.168, 2.432, 0.971], [2.059, 1.455, 1.582], [1.027, 2.531, -0.967], [-0.652, 3.135, -1.573], [-1.685, 1.979, -1.972], [-2.750, 1.977, -0.989], [1.534, 0.848, -1.726], [1.018, -0.382, -0.832], [0.597, -1.688, -1.675], [1.458, -2.929, -1.109], [0.750, -3.678, 0.130], [-0.523, -4.275, -0.212], [-1.612, -3.650, 0.449], [-1.819, -3.548, 2.022], [-2.519, -3.170, -0.278], [-0.600, 1.465, 2.903], [-1.802, 2.481, 1.943], [-1.248, 3.071, 3.589], [1.051, 3.657, 2.840], [-0.092, 4.284, 1.461], [1.523, 0.647, 1.738], [1.990, 3.540, -1.362], [-0.460, 3.745, -2.534], [-1.144, 3.883, -0.848], [-2.165, 2.236, -2.986], [-1.208, 0.951, -2.067], [2.684, 0.847, -1.719], [1.205, 0.779, -2.829], [1.848, -0.607, -0.072], [0.086, -0.081, -0.221], [0.709, -1.561, -2.806], [-0.511, -1.957, -1.499], [2.488, -2.584, -0.717], [1.643, -3.653, -1.967], [0.726, -3.024, 1.074], [1.455, -4.553, 0.395], [-2.855, -3.091, 2.224], [-1.000, -2.869, 2.441], [-1.796, -4.548, 2.568]], "lowdin_charge": [-0.097, -0.183, -0.459, 0.032, 1.108, -0.268, -0.171, -0.092, -0.287, -0.251, -0.168, -0.156, -0.187, -0.050, -0.412, 0.000, 0.051, 0.081, 0.080, 0.096, 0.131, 0.096, 0.099, 0.069, 0.111, 0.118, 0.142, 0.107, 0.114, 0.110, 0.108, 0.113, 0.119, 0.111, 0.121, 0.122, 0.122, 0.141, 0.105, 0.075, 0.100]}

***

{"formula": "C5H10OPTi", "method": "the ωB97M-V functional and the def2-TZVPD basis", "multiplicity": 1, "total_charge": 1, "orbital_gap_ev": 8.08, "homo_ev": -11.969, "species": ["C", "C", "C", "C", "C", "Ti", "P", "H", "H", "H", "H", "H", "H", "H", "H", "O", "H", "H"], "coordinates": [[0.894, 0.428, -1.666], [0.111, 0.013, -2.765], [-0.370, -1.306, -2.874], [-0.381, -2.208, -1.802], [0.232, -1.965, -0.573], [-0.566, -0.236, -0.558], [-0.296, 2.300, 0.487], [1.584, 1.246, -1.713], [-0.079, 0.665, -3.617], [-0.734, -1.636, -3.851], [0.407, -2.785, 0.112], [-0.884, -3.170, -1.983], [-0.999, 3.029, 1.475], [0.112, 3.373, -0.359], [0.927, 2.127, 1.212], [-0.510, -0.589, 1.533], [0.013, -1.386, 1.745], [-0.385, 0.063, 2.248]], "lowdin_charge": [-0.132, -0.238, -0.133, -0.226, -0.108, 0.807, 0.745, 0.049, 0.116, 0.127, 0.071, 0.126, -0.103, -0.077, -0.077, -0.131, 0.096, 0.089]}

***

{"formula": "H3N3O2S", "method": "the ωB97M-V functional and the def2-TZVPD basis", "multiplicity": 1, "orbital_gap_ev": 8.40, "homo_ev": -8.775, "de_lowest_kcal_mol": 67.9, "species": ["N", "N", "N", "O", "O", "S", "H", "H", "H"], "coordinates": [[-0.248, -0.472, -1.217], [0.058, 0.568, -0.456], [0.764, -0.128, 1.081], [-1.153, 1.029, 0.077], [1.097, 0.680, 1.916], [0.849, -1.684, 0.861], [0.378, -0.766, -2.002], [-0.921, -1.050, -0.876], [-0.824, 1.823, 0.616]], "lowdin_charge": [-0.035, -0.167, -0.720, -0.062, -0.040, 0.726, 0.142, 0.021, 0.134]}

***

{"formula": "C17H31Cl3O2P2Sr", "method": "the ωB97M-V functional and the def2-TZVPD basis", "multiplicity": 1, "orbital_gap_ev": [3.19, 3.20], "homo_ev": [-4.354, -4.355], "species": ["P", "P", "C", "C", "H", "H", "H", "H", "C", "H", "H", "H", "C", "H", "H", "H", "C", "H", "H", "H", "C", "H", "H", "H", "Sr", "C", "C", "C", "C", "C", "C", "C", "C", "C", "H", "H", "H", "H", "H", "H", "H", "H", "H", "H", "H", "H", "H", "H", "H", "Cl", "C", "Cl", "Cl", "C", "O", "O"], "coordinates": [[0.181, -1.755, -2.083], [0.212, 2.015, -1.337], [0.175, -0.279, -3.112], [0.968, 0.941, -2.602], [-0.859, -0.040, -3.370], [0.621, -0.612, -4.057], [1.972, 0.625, -2.281], [1.126, 1.580, -3.480], [-0.703, 3.187, -2.400], [-1.099, 4.016, -1.800], [-1.540, 2.688, -2.919], [0.006, 3.572, -3.147], [1.506, 2.976, -0.538], [1.770, 3.818, -1.204], [2.428, 2.387, -0.379], [1.168, 3.410, 0.418], [-1.059, -2.843, -2.864], [-1.363, -3.637, -2.161], [-0.604, -3.298, -3.749], [-1.951, -2.281, -3.157], [1.751, -2.529, -2.531], [2.517, -1.751, -2.636], [1.608, -3.038, -3.493], [2.062, -3.252, -1.766], [2.310, 1.124, 2.958], [-1.242, 1.138, -0.446], [-1.989, 0.274, -1.343], [-2.951, -0.713, -0.860], [-2.537, -1.603, 0.386], [-1.354, -2.384, 0.194], [-0.071, -1.927, -0.334], [0.486, -0.632, 0.400], [-0.518, 0.494, 0.760], [1.422, -1.492, 3.450], [-1.896, 1.943, -0.065], [-2.244, 0.686, -2.324], [-3.141, -1.425, -1.680], [-3.895, -0.210, -0.569], [-2.545, -0.938, 1.274], [-3.340, -2.339, 0.583], [-1.427, -3.458, 0.373], [0.660, -2.743, -0.091], [1.317, -0.215, -0.211], [0.913, -1.005, 1.358], [-1.229, 0.169, 1.515], [0.046, 1.285, 1.285], [1.677, -1.547, 4.519], [2.047, -2.198, 2.883], [0.363, -1.760, 3.327], [0.473, 1.185, 7.427], [1.091, 1.387, 5.828], [2.771, 0.609, 5.744], [-0.046, 0.706, 4.585], [1.268, 2.904, 5.379], [0.945, 3.780, 6.165], [1.747, 3.002, 4.178]], "lowdin_charge": [0.912, 0.968, -0.356, -0.311, 0.063, 0.086, 0.078, 0.087, -0.188, 0.063, 0.063, 0.052, -0.195, 0.063, 0.050, 0.062, -0.164, 0.064, 0.043, 0.049, -0.196, 0.046, 0.048, 0.055, 1.301, -0.413, -0.305, -0.247, -0.279, -0.247, -0.486, -0.205, -0.225, -0.386, 0.113, 0.058, 0.079, 0.090, 0.073, 0.107, 0.060, 0.119, 0.072, 0.029, 0.090, 0.049, -0.102, -0.072, -0.057, 0.682, -1.396, 0.546, 0.627, -0.805, 0.045, -0.356]}

***

{"formula": "C13H11NS", "method": "the ωB97M-V functional and the def2-TZVPD basis", "multiplicity": 1, "orbital_gap_ev": 8.25, "smiles": "C1=CC=C2Sc3ccccc3N[C@@H]2C=C1", "homo_ev": -7.690, "de_lowest_kcal_mol": 30.2, "species": ["C", "C", "C", "C", "S", "C", "C", "C", "C", "C", "C", "N", "C", "C", "C", "H", "H", "H", "H", "H", "H", "H", "H", "H", "H", "H"], "coordinates": [[3.404, -0.862, -1.140], [3.401, -0.325, 0.102], [2.366, -0.423, 1.086], [1.045, -0.495, 0.826], [-0.090, -0.855, 2.100], [-1.504, 0.073, 1.557], [-2.425, 0.485, 2.506], [-3.552, 1.186, 2.119], [-3.738, 1.492, 0.780], [-2.819, 1.083, -0.164], [-1.688, 0.344, 0.199], [-0.853, -0.161, -0.770], [0.578, -0.326, -0.610], [1.054, -1.503, -1.438], [2.355, -1.665, -1.704], [4.315, -0.787, -1.719], [4.321, 0.135, 0.444], [2.682, -0.416, 2.120], [-2.252, 0.244, 3.543], [-4.279, 1.498, 2.854], [-4.603, 2.056, 0.469], [-2.970, 1.319, -1.209], [-1.100, 0.135, -1.704], [1.110, 0.573, -0.983], [0.301, -2.191, -1.785], [2.667, -2.448, -2.385]], "lowdin_charge": [-0.101, -0.095, -0.134, -0.472, 1.045, -0.449, -0.116, -0.105, -0.097, -0.033, -0.276, 0.051, -0.313, -0.021, -0.106, 0.099, 0.103, 0.101, 0.101, 0.099, 0.101, 0.108, 0.137, 0.160, 0.109, 0.104]}

***

{"formula": "CH5FNO2PS", "method": "the ωB97M-V functional and the def2-TZVPD basis", "multiplicity": 1, "orbital_gap_ev": 9.56, "homo_ev": -9.294, "de_lowest_kcal_mol": 52.8, "species": ["C", "N", "O", "O", "F", "P", "S", "H", "H", "H", "H", "H"], "coordinates": [[-1.451, -1.190, 1.016], [-1.584, 0.901, -0.472], [1.231, 0.309, -1.115], [-0.193, -0.686, 0.764], [3.423, 1.661, -1.113], [2.857, 0.087, -1.380], [-0.125, 0.792, -0.013], [-1.384, -2.109, 1.470], [-2.134, -1.042, 0.064], [-2.011, -0.565, 1.696], [-1.805, 1.881, -0.877], [3.177, -0.040, -0.040]], "lowdin_charge": [-0.198, -0.305, -0.761, -0.395, -0.429, 0.854, 1.002, 0.062, 0.107, 0.072, 0.070, -0.079]}

***

no.,energy (eV)
1,-30612.75484
2,-39788.49516
3,-19443.19095
4,-79199.33901
5,-25983.85955
6,-29542.22727